93
Properties=species:S:1:pos:R:3 method="wB97M-V/def2-TZVPD" lumo_energy_ev=-2.403 max_force_ev_per_a=0.651 e_above_lowest_kcal_mol=26.45 spin_multiplicity=1 charge=0
W 0.574 0.735 0.411
C -0.049 5.276 7.845
C 0.293 4.223 6.832
C 0.909 4.570 5.630
C 1.262 3.606 4.704
C 0.984 2.273 4.974
C 0.369 1.903 6.157
C 0.028 2.880 7.080
S 1.458 1.039 3.797
O 2.798 1.338 3.387
O 1.189 -0.244 4.405
N 0.415 1.263 2.547
C -0.927 1.428 3.076
C -1.910 1.054 2.024
O -3.102 1.057 2.063
O -1.272 0.611 0.902
H -0.387 6.194 7.365
H 0.826 5.524 8.449
H -0.832 4.936 8.522
H 1.112 5.612 5.413
H 1.738 3.892 3.776
H 0.168 0.858 6.352
H -0.453 2.592 8.007
H -1.132 2.458 3.390
H -1.140 0.775 3.932
N 3.229 3.061 0.816
C 1.947 3.535 0.861
N 1.610 4.716 1.330
N 0.272 4.776 1.183
N -0.182 3.708 0.654
N 0.870 2.883 0.384
C 3.509 1.729 0.657
N 4.656 1.251 0.237
N 4.449 -0.070 0.089
N 3.250 -0.380 0.391
N 2.613 0.740 0.830
H 3.957 3.668 1.155
Cl 3.674 1.118 -3.524
C 2.063 1.709 -3.489
C 1.554 2.431 -4.588
C 0.269 2.894 -4.588
Cl -0.326 3.771 -5.958
C -0.595 2.669 -3.486
C -1.944 3.069 -3.379
C -2.635 2.731 -2.252
C -2.005 2.019 -1.214
N -0.745 1.660 -1.268
C -0.056 1.968 -2.400
C 1.263 1.479 -2.399
O 1.627 0.819 -1.309
H 2.201 2.609 -5.434
H -2.408 3.625 -4.182
H -3.671 3.006 -2.121
H -2.579 1.757 -0.337
C -2.595 -5.429 -5.483
C -1.995 -4.048 -5.774
C -3.129 -3.111 -6.190
C -1.011 -4.155 -6.947
C -1.255 -3.542 -4.534
C -0.185 -4.289 -4.027
C 0.550 -3.903 -2.912
C 0.173 -2.723 -2.313
O 0.709 -2.095 -1.206
B -0.021 -0.931 -1.060
O -1.026 -0.845 -2.014
C -0.878 -1.976 -2.797
C -1.613 -2.352 -3.899
H -3.138 -5.795 -6.357
H -3.291 -5.382 -4.644
H -1.825 -6.160 -5.239
H -3.623 -3.511 -7.077
H -2.761 -2.115 -6.440
H -3.885 -3.014 -5.408
H -1.525 -4.519 -7.838
H -0.194 -4.843 -6.726
H -0.575 -3.181 -7.177
H 0.093 -5.209 -4.523
H 1.379 -4.489 -2.541
H -2.427 -1.733 -4.245
C 0.199 -4.826 4.071
C 0.328 -3.659 3.146
C 1.557 -3.178 2.733
C 1.648 -2.071 1.914
N 0.589 -1.375 1.472
C -0.614 -1.887 1.825
C -0.777 -2.984 2.637
H 0.683 -5.709 3.651
H -0.845 -5.065 4.266
H 0.686 -4.607 5.022
H 2.480 -3.643 3.051
H 2.614 -1.711 1.603
H -1.498 -1.431 1.416
H -1.785 -3.304 2.864